P:
Molecular formula: C2H7N4O
Method: DFT, ωB97M-V/def2-TZVPD

As for the charge: +1. As for the orbital gap: 0.31917 Ha. As for the HOMO energy: -14.693 eV.

Positions of all 14 atoms, in Å:
C1 -0.894 -1.657 -0.642
C2 -1.845 -2.817 -0.178
N1 -0.369 -1.700 -1.794
N2 -0.904 -0.646 0.324
N3 -0.464 1.376 1.046
N4 -0.451 0.522 0.135
O1 -2.209 -2.899 0.937
H1 2.726 0.790 0.078
H2 -2.180 -3.482 -1.099
H3 0.131 -0.848 -2.076
H4 -1.241 -0.761 1.312
H5 -0.798 1.037 1.918
H6 0.033 2.199 0.753
H7 1.992 0.570 -0.023

=====

Q:
Molecular formula: C2H7N4O
Method: DFT, ωB97M-V/def2-TZVPD

As for the charge: +1. As for the orbital gap: 0.31169 Ha. As for the HOMO energy: -13.671 eV.

Positions of all 14 atoms, in Å:
N1 0.392 -1.793 -0.235
N2 -0.219 -0.629 0.279
N3 -0.940 -0.778 1.463
C1 0.227 0.542 -0.205
N4 1.089 0.641 -1.232
C2 -0.194 1.862 0.263
O1 -0.835 2.038 1.261
H1 0.638 -1.606 -1.180
H2 0.030 -2.621 0.153
H3 -1.638 -0.060 1.510
H4 -1.228 -1.699 1.760
H5 1.024 1.562 -1.701
H6 1.436 -0.074 -1.794
H7 0.218 2.614 -0.342

=====

Most stable = Q

=====

P:
Molecular formula: C2H7N4O
Method: DFT, ωB97M-V/def2-TZVPD

As for the charge: +1. As for the orbital gap (alpha / beta): 0.30240 / 0.30230 Ha. As for the HOMO energy (alpha / beta): -12.979 / -12.979 eV.

Positions of all 14 atoms, in Å:
C1 0.473 0.706 -0.603
C2 -0.189 -0.538 -0.741
N1 -0.909 -0.873 -1.809
N2 0.211 -1.509 0.189
O1 0.499 -1.113 1.430
N3 1.042 0.220 1.380
N4 0.525 0.918 2.344
H1 1.501 0.694 -0.792
H2 -0.152 1.555 -1.011
H3 -1.098 -0.256 -2.572
H4 -1.625 -1.609 -1.917
H5 0.074 -2.520 0.262
H6 -0.447 0.856 2.594
H7 1.018 1.795 2.631

=====

Q:
Molecular formula: C2H7N4O
Method: DFT, ωB97M-V/def2-TZVPD

As for the charge: +1. As for the orbital gap: 0.40125 Ha. As for the HOMO energy: -14.205 eV.

Positions of all 14 atoms, in Å:
C1 0.234 -1.542 0.318
N1 0.486 -0.175 0.821
O1 1.301 0.468 0.163
N2 -0.989 0.535 0.684
N3 -1.083 1.174 -0.387
C2 -0.442 1.524 -1.308
N4 -0.102 2.097 -2.357
H1 1.134 -2.124 0.605
H2 -0.657 -1.824 0.910
H3 -0.089 -1.523 -0.647
H4 0.484 -0.116 1.924
H5 -1.713 0.263 1.310
H6 -0.004 1.569 -3.183
H7 0.400 2.991 -2.298

=====

R:
Molecular formula: C2H7N4O
Method: DFT, ωB97M-V/def2-TZVPD

As for the charge: +1. As for the orbital gap: 0.37099 Ha. As for the HOMO energy: -13.972 eV.

Positions of all 14 atoms, in Å:
N1 1.760 -1.484 0.104
C1 1.798 -0.148 -0.143
O1 2.670 0.650 -0.230
C2 0.076 0.448 0.077
N2 0.133 1.756 0.100
N3 -0.659 -0.525 -0.013
N4 -2.222 -0.357 -0.030
H1 0.988 -2.087 -0.042
H2 2.696 -1.881 0.106
H3 0.994 2.350 0.239
H4 -0.635 2.442 0.022
H5 -2.841 0.163 0.655
H6 -2.398 0.043 -0.951
H7 -2.361 -1.370 0.106

=====

S:
Molecular formula: C2H7N4O
Method: DFT, ωB97M-V/def2-TZVPD

As for the charge: +1. As for the orbital gap: 0.35263 Ha. As for the HOMO energy: -14.643 eV.

Positions of all 14 atoms, in Å:
C1 -1.212 -1.406 0.443
C2 -2.623 -1.073 0.128
N1 -0.714 -2.490 0.078
N2 -0.363 -0.363 1.100
N3 1.048 1.286 0.862
N4 0.358 0.393 0.407
O1 -3.200 -0.050 0.396
H1 -0.491 1.633 -2.068
H2 -3.178 -1.960 -0.370
H3 0.185 -2.772 0.442
H4 -0.482 -0.077 2.171
H5 1.017 1.748 1.864
H6 1.648 1.723 0.209
H7 -0.514 1.356 -1.357

=====

Most stable = R

=====

P:
Molecular formula: C5H5NO
Method: DFT, ωB97M-V/def2-TZVPD

As for the charge: 0. As for the orbital gap: 0.40214 Ha. As for the HOMO energy: -10.066 eV.

Positions of all 12 atoms, in Å:
N1 -0.180 -2.951 -0.369
C1 -0.424 -1.842 -0.589
C2 -0.710 -0.410 -0.788
O1 -1.444 0.125 0.330
C3 -0.379 1.039 0.601
C4 0.906 0.343 0.877
C5 0.460 0.541 -0.546
H1 -1.243 -0.259 -1.732
H2 -0.626 2.005 1.022
H3 1.709 1.009 1.182
H4 0.905 -0.643 1.333
H5 1.026 1.042 -1.323

=====

Q:
Molecular formula: C5H5NO
Method: DFT, ωB97M-V/def2-TZVPD

As for the charge: 0. As for the orbital gap: 0.42292 Ha. As for the HOMO energy: -10.814 eV.

Positions of all 12 atoms, in Å:
C1 0.745 2.244 0.151
C2 0.645 1.067 -0.075
C3 0.436 -0.367 -0.326
C4 1.500 -1.185 0.278
N1 2.322 -1.867 0.726
C5 -0.971 -0.794 0.164
O1 -1.958 -0.188 -0.624
H1 0.866 3.288 0.348
H2 0.456 -0.544 -1.409
H3 -1.072 -0.546 1.230
H4 -1.083 -1.875 0.046
H5 -1.885 0.769 -0.507

=====

Most stable = Q